The following is a DFT calculation (ωB97M-V/def2-TZVPD) of 6 unconnected molecules or ions with the total composition C12H35BrO5 in a non-equilibrium geometry.

Values from the calculation:
- strongest force on any atom (eV Å⁻¹) = 3.2
- Kohn-Sham gap (eV) = 7.6415
- E_tot (a.u.) = -3428.382116
- HOMO energy (eV) = -7.48
- LUMO level (Ha) = 0.0058

Structure (XYZ):
```
53
Properties=species:S:1:pos:R:3:forces:R:3:nbo_charge:R:1
O -0.651 -12.655 -7.778 0.032 1.735 1.096 -0.83
H -1.358 -13.127 -8.224 -2.298 -1.930 -1.107 0.53
H -0.172 -12.108 -8.404 0.981 0.810 -1.180 0.54
H -0.052 -13.190 -7.252 0.874 -1.017 1.017 0.55
Br -2.894 -14.437 -9.020 0.575 0.384 0.145 -0.87
C 3.190 -14.957 -7.397 0.936 -0.717 -0.505 -0.64
C 1.696 -15.138 -7.286 0.404 -1.116 -1.281 0.08
C 1.309 -16.457 -6.612 -0.775 0.173 -0.567 -0.64
O 1.189 -14.053 -6.597 -0.503 0.819 1.385 -0.73
H 3.655 -14.762 -6.431 -0.170 -0.127 0.312 0.20
H 3.567 -14.161 -8.041 -0.499 0.126 -0.137 0.21
H 3.636 -15.879 -7.769 0.099 -0.075 -0.015 0.22
H 1.188 -15.062 -8.248 0.243 -0.434 -0.348 0.19
H 1.533 -17.313 -7.248 0.422 0.019 0.138 0.23
H 0.222 -16.479 -6.532 -0.089 0.111 0.163 0.24
H 1.717 -16.577 -5.609 0.281 0.015 -0.055 0.20
H 1.610 -14.198 -5.746 -0.520 0.909 0.771 0.48
C 1.059 -13.275 -11.374 0.159 -0.420 -1.036 -0.65
C 1.722 -12.483 -10.277 -0.091 0.231 -0.779 0.09
C 2.897 -11.669 -10.835 -0.571 0.088 -0.325 -0.63
O 0.742 -11.575 -9.722 0.424 -0.258 0.898 -0.76
H 1.776 -13.990 -11.776 0.071 -0.067 -0.099 0.21
H 0.797 -12.607 -12.195 0.091 0.184 -0.167 0.20
H 0.141 -13.833 -11.188 0.052 0.140 0.809 0.26
H 2.091 -13.174 -9.519 -0.397 0.331 0.526 0.19
H 3.465 -11.137 -10.072 -0.044 -0.115 0.009 0.22
H 2.449 -10.946 -11.516 0.033 0.381 0.020 0.20
H 3.557 -12.232 -11.495 0.093 -0.333 0.378 0.22
H 0.453 -10.940 -10.380 0.045 -0.107 -0.294 0.49
C 3.370 -11.593 -6.646 -0.656 -0.185 -0.152 -0.63
C 2.549 -10.301 -6.467 1.412 0.021 -0.663 0.10
C 3.149 -9.120 -7.220 -0.206 -0.012 0.068 -0.64
O 1.242 -10.490 -6.987 -0.406 -0.780 0.357 -0.74
H 3.350 -11.873 -7.699 0.040 -0.035 -0.068 0.20
H 2.935 -12.421 -6.086 -0.250 0.189 -0.090 0.21
H 4.409 -11.581 -6.317 0.006 0.680 0.006 0.22
H 2.555 -10.066 -5.402 -0.467 0.101 0.149 0.17
H 3.020 -9.185 -8.300 0.217 -0.604 -0.144 0.21
H 4.209 -9.011 -6.990 -0.141 0.394 0.060 0.22
H 2.541 -8.248 -6.980 0.442 0.402 0.415 0.21
H 0.918 -9.685 -7.397 0.165 0.139 0.014 0.48
C -1.194 -8.944 -4.849 -1.599 -0.049 0.240 -0.64
C -1.749 -10.378 -5.079 -0.198 0.542 0.063 0.10
C -2.712 -10.536 -6.293 0.546 0.366 0.701 -0.64
O -0.673 -11.289 -5.093 -0.123 -0.294 -0.052 -0.74
H -2.019 -8.238 -4.747 -0.430 0.046 -0.479 0.21
H -0.594 -8.574 -5.680 0.361 -0.164 0.196 0.19
H -0.772 -8.811 -3.853 0.839 -0.483 -0.285 0.22
H -2.326 -10.679 -4.205 -0.097 0.211 0.127 0.17
H -3.607 -9.939 -6.117 -0.130 -0.118 0.113 0.21
H -2.976 -11.588 -6.397 -0.056 0.091 -0.091 0.24
H -2.310 -10.163 -7.235 0.333 -0.102 -0.070 0.19
H -0.133 -11.033 -5.844 0.539 -0.092 -0.189 0.48
```
Positions in Å, forces in eV/Å.